1.
{"formula": "C3H2Br2O", "method": "wB97M-V/def2-TZVPD", "elements": ["C", "C", "C", "O", "Br", "Br", "H", "H"], "coordinates": [[-0.061, 0.270, -0.223], [0.079, 1.611, -0.366], [1.072, 2.207, -1.013], [1.761, 2.840, -1.607], [-1.051, 2.853, 0.440], [3.340, 0.601, 0.354], [-0.832, -0.229, 0.290], [0.708, -0.242, -0.719]], "forces_ev_per_a": [[1.010, 2.335, -0.896], [-3.440, -2.830, 2.456], [2.728, -0.541, -0.237], [1.026, 1.665, -1.449], [-0.546, 0.615, 0.283], [-0.882, 0.272, -0.384], [-0.857, -0.236, 0.578], [0.961, -1.281, -0.352]], "lowdin_charge": [0.114, -0.763, -0.294, 0.313, 0.881, -0.378, 0.090, 0.037], "homo_lumo_gap_ha": [0.2055, 0.2055], "lumo_energy_ha": [-0.0910, -0.0910], "e_homo_ev": [-8.068, -8.068], "e_above_lowest_kcal_mol": 48.0}

2.
{"formula": "C23H45Cl3N2O6PSiV", "method": "wB97M-V/def2-TZVPD", "elements": ["C", "C", "H", "H", "H", "C", "C", "H", "H", "H", "H", "V", "Cl", "Cl", "C", "O", "N", "C", "C", "H", "H", "H", "H", "H", "H", "H", "H", "H", "C", "C", "N", "H", "C", "O", "H", "H", "H", "H", "O", "C", "C", "C", "H", "C", "H", "C", "H", "C", "C", "H", "H", "H", "Si", "Cl", "C", "C", "C", "H", "H", "H", "H", "H", "H", "H", "H", "H", "C", "O", "P", "O", "C", "O", "C", "H", "H", "H", "H", "H", "H", "H", "H", "H"], "coordinates": [[-3.746, 2.225, 1.234], [-3.403, 1.821, -0.161], [-4.301, 3.168, 1.245], [-2.836, 2.335, 1.841], [-4.370, 1.454, 1.711], [-3.752, 2.513, -1.255], [-4.410, 3.857, -1.210], [-3.566, 2.104, -2.252], [-3.895, 4.544, -0.517], [-5.467, 3.801, -0.903], [-4.379, 4.306, -2.212], [1.076, -0.330, 0.910], [-0.330, -1.856, 1.976], [2.957, 0.478, 2.098], [-0.008, -2.368, -1.213], [0.625, -1.324, -0.931], [0.152, -2.969, -2.398], [0.973, -2.315, -3.408], [-0.539, -4.193, -2.770], [-0.699, -2.834, -0.491], [1.880, -1.908, -2.946], [0.416, -1.501, -3.895], [1.238, -3.068, -4.154], [-0.920, -4.688, -1.868], [0.167, -4.854, -3.287], [-1.382, -3.988, -3.445], [-0.510, 3.547, -0.081], [-0.920, 3.316, -2.982], [0.476, 3.686, -0.551], [0.176, 3.216, -2.966], [0.635, 2.757, -1.666], [1.263, 3.524, 0.194], [1.168, 1.540, -1.488], [1.727, 1.191, -0.419], [0.487, 2.497, -3.735], [1.100, 0.858, -2.363], [0.543, 4.699, -0.963], [0.617, 4.200, -3.174], [-1.230, 1.068, 0.001], [-2.456, 0.621, -0.251], [-1.768, 0.310, -2.668], [-2.486, -0.157, -1.573], [-1.100, 1.163, -2.514], [-1.899, -0.319, -3.909], [-2.798, -0.075, 0.538], [-3.232, -1.331, -1.667], [-1.378, 0.092, -4.777], [-2.707, -1.458, -4.026], [-3.345, -1.980, -2.897], [-3.708, -1.707, -0.756], [-2.827, -1.940, -4.998], [-3.947, -2.888, -2.970], [0.801, 1.632, 4.139], [-0.029, 1.420, 2.154], [2.209, 2.860, 4.062], [1.086, -0.052, 4.869], [-0.556, 2.523, 5.073], [2.281, 3.366, 3.093], [3.178, 2.402, 4.289], [2.013, 3.623, 4.831], [-0.657, 3.547, 4.690], [-0.292, 2.585, 6.141], [-1.523, 2.015, 4.988], [0.644, -0.862, 4.279], [0.608, -0.052, 5.859], [2.151, -0.267, 5.003], [3.962, -2.423, 3.349], [2.898, -2.900, 2.515], [2.629, -2.279, 1.058], [2.147, -3.558, 0.195], [2.213, -4.892, 0.701], [4.127, -2.002, 0.518], [4.311, -1.339, -0.756], [3.627, -2.574, 4.382], [4.154, -1.350, 3.191], [4.869, -3.008, 3.154], [3.222, -5.133, 1.060], [1.471, -5.041, 1.496], [1.977, -5.547, -0.144], [3.972, -0.293, -0.700], [5.385, -1.373, -0.976], [3.760, -1.864, -1.553]], "forces_ev_per_a": [[0.000, 0.303, 0.152], [0.044, -0.171, -1.255], [0.087, -0.160, 0.154], [-0.160, -0.059, -0.120], [0.149, 0.132, -0.105], [-0.006, -0.354, 0.553], [-0.255, 0.443, -0.218], [0.140, 0.061, 0.353], [-0.204, -0.194, -0.224], [0.234, 0.077, -0.088], [-0.106, 0.050, 0.281], [-0.931, 0.002, -1.461], [0.070, -0.111, 0.087], [0.113, -0.146, -0.067], [0.371, 0.094, -0.164], [-0.100, -0.262, 0.032], [-0.140, 0.514, 0.510], [0.099, 0.030, -0.099], [-0.247, 0.004, 0.094], [0.310, 0.111, -0.244], [-0.239, -0.126, -0.128], [0.178, -0.253, 0.157], [0.059, 0.175, 0.051], [0.108, 0.117, -0.255], [-0.138, 0.063, 0.232], [0.200, 0.005, 0.168], [0.291, -0.153, -0.171], [0.276, -0.043, 0.036], [-0.090, 0.116, 0.105], [-0.177, -0.129, -0.042], [0.752, -0.735, 0.052], [-0.233, -0.018, -0.233], [-0.315, 0.679, 0.461], [-0.602, -0.121, -0.744], [-0.123, 0.257, 0.152], [0.140, 0.350, 0.397], [0.078, -0.136, 0.184], [-0.045, -0.305, -0.044], [2.409, 0.328, 0.010], [-0.608, -0.734, -0.119], [0.075, -0.136, -0.376], [-0.628, 0.171, 0.631], [-0.592, -0.390, -0.101], [-0.091, -0.017, 0.326], [-0.205, -0.425, 0.054], [0.118, 0.140, -0.344], [-0.159, -0.196, 0.138], [0.092, 0.046, -0.017], [-0.024, -0.046, 0.017], [-0.002, 0.054, -0.396], [0.026, 0.095, 0.265], [0.167, 0.230, -0.077], [-0.194, 0.300, -0.510], [-0.165, 0.740, 1.623], [0.226, 0.132, 0.430], [0.112, -0.126, 0.355], [-0.149, -0.041, -0.019], [-0.041, -0.207, 0.141], [-0.141, 0.070, -0.157], [0.077, -0.110, -0.182], [-0.055, -0.210, 0.080], [-0.037, -0.012, -0.267], [0.113, 0.097, 0.033], [0.051, 0.230, 0.026], [0.106, -0.095, -0.143], [-0.136, 0.055, -0.063], [0.347, 0.223, 0.489], [0.012, 0.244, -0.917], [0.065, 0.346, -0.172], [-0.040, 0.213, 0.540], [0.083, -0.431, -0.100], [0.031, -0.252, -0.199], [-0.134, 0.031, 0.179], [0.129, -0.029, -0.272], [-0.078, -0.576, 0.013], [-0.233, 0.140, 0.057], [-0.306, 0.078, -0.008], [0.271, 0.096, -0.162], [0.024, 0.099, 0.168], [0.072, -0.331, 0.067], [-0.350, -0.007, 0.126], [0.180, 0.105, 0.283]], "lowdin_charge": [-0.042, -0.231, 0.065, 0.064, 0.089, -0.124, -0.123, 0.095, 0.072, 0.076, 0.063, 0.221, 0.097, 0.206, -0.291, -0.171, -0.141, -0.013, -0.033, 0.118, 0.080, 0.079, 0.092, 0.100, 0.091, 0.080, 0.089, 0.096, -0.022, -0.048, -0.159, 0.087, -0.265, -0.203, 0.094, 0.145, 0.088, 0.094, -0.349, -0.484, -0.054, -0.166, 0.076, -0.101, 0.122, -0.034, 0.101, -0.118, -0.106, 0.119, 0.098, 0.101, 0.217, 0.484, -0.247, -0.217, -0.224, 0.023, 0.015, 0.029, 0.033, 0.037, 0.031, -0.020, 0.034, 0.021, -0.124, -0.315, 0.642, -0.328, -0.096, -0.327, -0.091, 0.091, 0.016, 0.090, 0.091, 0.094, 0.087, 0.069, 0.092, 0.073], "homo_lumo_gap_ha": [0.2575, 0.2697], "s2": 2.02, "spin_multiplicity": 3, "lumo_energy_ha": [0.0043, 0.0144], "e_homo_ev": [-6.889, -6.947], "e_above_lowest_kcal_mol": 0.0}